## a
DFT (the ωB97M-V functional and the def2-TZVPD basis) results for a structure of composition C6H9NO.

Atoms and positions in Å:
1 C -0.315 0.524 -1.297
2 H -1.289 2.246 -1.990
3 H 1.448 0.050 0.819
4 C 1.399 -2.153 0.490
5 C -1.098 -0.033 0.346
6 C -0.451 1.569 -2.094
7 H 2.382 -2.395 0.075
8 H -0.204 1.872 0.873
9 H 0.668 -2.838 0.052
10 H -1.970 1.754 1.033
11 H 0.250 1.741 -2.905
12 N 0.475 -0.461 -0.988
13 C -1.024 1.225 1.165
14 H 1.435 -2.326 1.568
15 H -0.914 0.946 2.215
16 C 1.014 -0.737 0.198
17 O -1.806 -0.984 0.441

## Properties
Lowest unoccupied orbital energy = 0.0 eV

## b
DFT (the ωB97M-V functional and the def2-TZVPD basis) results for a cluster of 2 separate species, C6H9NO in total.

Atoms and positions in Å:
1 H 2.445 2.182 -0.471
2 N 0.248 -0.106 -1.057
3 C 1.166 0.810 -1.481
4 C 1.429 0.496 0.721
5 O -1.780 1.775 0.374
6 H 1.407 0.955 -2.515
7 C -1.470 -1.934 0.581
8 H -0.909 1.489 0.080
9 H -1.974 -1.667 -0.340
10 H -2.023 -2.643 1.182
11 H -2.459 1.151 0.101
12 H -0.050 -0.807 -1.714
13 C 1.847 1.291 -0.389
14 H 1.796 0.546 1.734
15 C 0.489 -0.416 0.297
16 H 0.160 -1.704 1.912
17 C -0.322 -1.417 0.985

## Properties
Structure (SMILES) = C=Cc1ccc[nH]1.O
Lowest unoccupied orbital energy = 0.8 eV

## c
DFT (the ωB97M-V functional and the def2-TZVPD basis) results for the molecule C6H9NO.

Atoms and positions in Å:
1 C 0.963 1.722 -0.351
2 H 1.351 2.431 0.301
3 H 1.294 -0.633 1.830
4 C 0.416 0.455 0.067
5 C -1.501 -0.275 -0.003
6 H 0.166 -1.391 -1.371
7 H 2.977 -1.917 0.265
8 C -0.372 -0.380 -0.921
9 H 2.439 -1.295 -1.268
10 O -2.687 -0.486 -0.155
11 C 1.331 -0.466 0.607
12 N -0.669 0.347 1.036
13 H -0.683 0.539 -1.782
14 H 1.900 1.306 -0.991
15 H -1.163 0.845 1.876
16 C 2.086 -1.190 -0.046
17 H 0.367 2.374 -0.994

## Properties
Structure (SMILES) = C=C[C@@]1(C)CC(=O)N1
Lowest unoccupied orbital energy = 0.8 eV

## d
DFT (the ωB97M-V functional and the def2-TZVPD basis) results for a structure of composition C6H9NO.

Atoms and positions in Å:
1 O 0.806 0.309 -2.269
2 H -1.612 1.397 0.726
3 C -0.530 -0.891 -0.651
4 H 2.161 -0.227 0.859
5 C -0.376 0.494 -1.472
6 H -1.904 -0.055 2.267
7 C 0.894 0.851 -0.877
8 H 0.150 -1.314 1.451
9 C -1.129 0.581 1.507
10 H -0.445 1.246 2.236
11 H 1.274 1.969 -0.559
12 N 0.848 -1.547 -0.453
13 C 1.193 -0.241 0.195
14 C -0.179 -0.420 0.819
15 H 1.167 -1.687 -1.370
16 H -1.132 1.360 -1.512
17 H -1.185 -1.823 -0.898

## Properties
Lowest unoccupied orbital energy = 0.9 eV

Stability check: which of them is least stable? d.

## a
DFT (the ωB97M-V functional and the def2-TZVPD basis) results for the molecule C6H9NO.

Atoms and positions in Å:
1 C 1.244 -1.125 0.143
2 C -0.289 0.720 -0.086
3 H -0.451 1.841 0.041
4 C 0.271 -1.240 1.114
5 C -0.599 -0.055 1.178
6 N -0.538 -0.097 -1.221
7 C -0.736 0.627 -2.466
8 H 0.110 0.293 3.047
9 H 0.336 -1.960 1.913
10 H -1.286 -0.090 -2.992
11 H 2.139 -1.614 -0.053
12 H 1.605 0.486 -1.324
13 O -0.034 0.780 2.185
14 H -1.273 1.582 -2.292
15 H -1.696 -0.311 1.157
16 C 0.840 -0.042 -0.784
17 H 0.172 0.900 -3.027

## Properties
Structure (SMILES) = CN1[C@H]2[C@H](O)C=C[C@H]21
Lowest unoccupied orbital energy = 1.0 eV

## b
DFT (the ωB97M-V functional and the def2-TZVPD basis) results for the molecule C6H9NO.

Atoms and positions in Å:
1 H 3.327 0.566 0.689
2 C 0.235 -1.035 0.181
3 H -2.194 -0.244 -0.580
4 C 2.747 -0.337 0.620
5 H -2.562 -1.163 0.909
6 H 3.266 -1.274 0.697
7 C 0.003 1.599 -0.811
8 H -0.982 -2.057 -0.879
9 C 0.269 0.516 0.171
10 H 0.242 1.284 -1.829
11 C -2.074 -0.271 0.514
12 N -0.698 -0.270 0.977
13 H -1.042 1.903 -0.772
14 O -0.028 -1.990 -0.741
15 C 1.438 -0.292 0.484
16 H 0.621 2.463 -0.571
17 H -2.567 0.603 0.938

## Properties
Structure (SMILES) = C=C1[C@@]2(O)N(C)[C@@]12C
Lowest unoccupied orbital energy = 0.6 eV

## c
DFT (the ωB97M-V functional and the def2-TZVPD basis) results for a cluster of 2 separate species, C6H9NO in total.

Atoms and positions in Å:
1 H -1.304 -2.817 0.158
2 O -0.541 2.179 0.036
3 C 0.999 0.536 1.527
4 H 1.282 -0.347 2.162
5 C -0.531 0.653 -1.598
6 H 1.286 1.748 -1.022
7 H -0.951 1.127 -2.469
8 N -0.337 -2.022 0.884
9 C -0.638 -0.672 -1.253
10 H 1.049 1.444 2.428
11 C 0.669 0.331 0.281
12 H 1.171 -1.568 -0.666
13 C 0.313 -1.027 -0.300
14 H -0.857 1.572 0.805
15 C 0.325 1.329 -0.631
16 H -0.891 -1.177 1.576
17 H -1.043 -1.289 -1.918

## Properties
Lowest unoccupied orbital energy = 0.7 eV

## d
DFT (the ωB97M-V functional and the def2-TZVPD basis) results for a structure of composition C6H9NO.

Atoms and positions in Å:
1 H 0.642 2.518 -1.326
2 H 0.515 -2.567 -0.899
3 C -1.415 -0.536 0.622
4 C 0.640 1.922 -0.381
5 C -2.147 -0.321 -0.570
6 C 1.132 0.536 -0.468
7 C 0.970 -1.860 -0.034
8 H 2.144 0.522 -0.763
9 C 0.376 -0.487 -0.117
10 H 2.121 -1.940 -0.160
11 H -1.456 -1.467 0.995
12 H -0.416 1.792 0.026
13 H 0.748 -2.386 1.003
14 H -1.028 1.249 1.648
15 H 1.312 2.598 0.310
16 N -2.669 0.001 -1.539
17 O -1.467 0.426 1.652

## Properties
Lowest unoccupied orbital energy = 0.6 eV

Stability check: which of them is least stable? c.

## a
DFT (the ωB97M-V functional and the def2-TZVPD basis) results for the molecule C6H9NO.

Atoms and positions in Å:
1 C 0.677 -0.706 -0.219
2 C 0.964 0.687 0.130
3 H -1.575 0.630 -0.878
4 C -1.709 -0.449 -0.820
5 H -1.619 2.553 1.101
6 N -0.674 -0.989 0.041
7 H 2.627 0.656 -0.803
8 C -0.761 2.063 1.539
9 H 1.340 -2.671 -0.578
10 C 0.031 1.290 0.854
11 O 2.160 1.266 -0.212
12 H -0.804 -1.986 0.189
13 H -1.688 -0.871 -1.836
14 C 1.615 -1.643 -0.429
15 H -2.681 -0.665 -0.375
16 H 2.666 -1.439 -0.288
17 H -0.569 2.273 2.582

## Properties
Structure (SMILES) = C=C=C(O)C(=C)NC
Lowest unoccupied orbital energy = 0.8 eV

## b
DFT (the ωB97M-V functional and the def2-TZVPD basis) results for a cluster of 2 separate species, C6H9NO in total.

Atoms and positions in Å:
1 C 0.809 1.698 1.225
2 C 1.347 -1.158 -0.284
3 C -1.108 0.514 0.187
4 H 0.225 2.580 1.501
5 C -2.233 0.036 0.618
6 H -2.730 0.457 1.489
7 H -0.716 -1.789 -1.062
8 H -2.726 -0.790 0.117
9 O 0.491 1.536 -1.147
10 H 1.813 2.031 0.952
11 H 0.412 -3.083 -0.776
12 C 0.337 -2.056 -1.132
13 H 0.660 -1.961 -2.169
14 N 2.438 -1.155 0.138
15 H -0.073 1.139 -1.830
16 H 0.883 1.041 2.095
17 C 0.171 0.959 0.079

## Properties
Structure (SMILES) = C=C=C(C)O.CC#N
Lowest unoccupied orbital energy (spin up / spin down) = 0.0 / 0.0 eV

## c
DFT (the ωB97M-V functional and the def2-TZVPD basis) results for the molecule C6H9NO.

Atoms and positions in Å:
1 C 0.493 0.342 -0.019
2 C 1.313 -0.085 -1.263
3 H -0.397 2.093 0.539
4 H 1.323 -0.579 1.517
5 H 1.084 1.119 1.771
6 C -0.298 -0.940 -0.182
7 H 2.007 -0.878 -1.107
8 O -0.069 1.621 -0.437
9 C -0.880 0.001 1.658
10 H 1.587 0.772 -1.802
11 C -1.423 -0.626 0.659
12 N 0.014 -0.908 -1.697
13 H 0.126 -1.892 0.051
14 H -0.690 -0.292 -2.275
15 H -2.437 -1.085 0.547
16 C 0.641 0.248 1.377
17 H -1.230 0.489 2.751

## Properties
Structure (SMILES) = O[C@@]12CC=C[C@H]1NC2
Lowest unoccupied orbital energy = 0.9 eV

Stability check: which of them is least stable? c.

## a
DFT (the ωB97M-V functional and the def2-TZVPD basis) results for a cluster of 2 separate species, C6H9NO in total.

Atoms and positions in Å:
1 H 3.121 -0.278 -0.726
2 C -2.432 0.168 0.041
3 C -3.050 1.307 -0.138
4 H 1.967 -1.613 -0.714
5 H 1.617 -0.271 1.794
6 H 1.929 -0.452 -2.041
7 C 2.102 -0.564 -0.974
8 H -1.193 -2.697 -0.409
9 C 1.515 0.632 1.194
10 H 2.476 1.140 1.175
11 H -3.318 1.660 -1.122
12 H 0.763 1.274 1.647
13 C 1.094 0.250 -0.200
14 H -3.298 1.952 0.692
15 C -1.909 -0.984 0.075
16 O 0.017 0.544 -0.655
17 N -1.402 -2.068 0.361

## Properties
Structure (SMILES) = C=C=C=N.CC(C)=O
Lowest unoccupied orbital energy = 0.3 eV

## b
DFT (the ωB97M-V functional and the def2-TZVPD basis) results for the molecule C6H9NO.

Atoms and positions in Å:
1 H -1.247 -1.941 1.860
2 H 1.612 1.421 0.989
3 C -0.646 -1.279 -0.361
4 H 1.017 -2.790 0.326
5 H -1.491 1.137 0.079
6 C -0.039 -2.603 0.032
7 H 1.925 -0.346 -2.098
8 H 1.396 1.294 -1.858
9 N -0.615 -1.659 1.027
10 C 0.161 -0.122 -0.606
11 H -0.620 -3.324 -0.247
12 C 0.470 1.781 1.198
13 H -0.110 2.073 2.223
14 C 1.156 0.271 -1.595
15 C -0.404 1.098 0.144
16 O -0.094 2.571 -0.058
17 H -1.605 -1.361 -0.875

## Properties
Structure (SMILES) = C=C([C@H]1CN1)[C@H]1CO1
Lowest unoccupied orbital energy = 0.8 eV

## c
DFT (the ωB97M-V functional and the def2-TZVPD basis) results for the molecule C6H9NO.

Atoms and positions in Å:
1 C -1.523 -0.028 -0.327
2 H 0.215 0.782 -1.216
3 N -2.033 -0.007 -1.480
4 H -1.913 -1.557 1.080
5 C -2.185 -0.512 0.929
6 C -0.097 0.450 -0.224
7 H -3.016 -0.266 -1.511
8 O 0.643 -1.888 0.268
9 C 0.821 -0.710 0.280
10 C 2.817 1.002 -0.324
11 H 2.995 -0.978 0.377
12 H 3.876 1.207 -0.358
13 H 2.187 1.794 -0.708
14 H -0.011 1.272 0.489
15 H -1.847 0.053 1.795
16 H -3.268 -0.447 0.858
17 C 2.339 -0.166 0.073

## Properties
Structure (SMILES) = [H]/N=C(\C)CC(=O)C=C
Lowest unoccupied orbital energy = 0.3 eV

Stability check: which of them is least stable? b.